# 1
Here is a molecular structure, C52H49AsCl7MnN3O2P2 in a non-equilibrium geometry from the Open Molecules 2025 dataset. Energies are from ωB97M-V/def2-TZVPD.

The LUMO energy (alpha / beta) is -0.7 / -0.8 eV. As for the highest occupied orbital energy (alpha / beta): -8.4 / -8.4 eV. The calculation puts the molecular weight at 1187.96 u.

```
! RIJCOSX wB97M-V def2-TZVPD def2/J DEFGRID3
* xyz 0 6
As 20.9317 -13.5694 1.0831
Mn 28.5319 -12.9864 -6.2894
Cl 26.8126 -15.6424 -5.5410
Cl 29.8353 -13.4638 -0.5600
Cl 30.2609 -12.2056 -3.2932
Cl 27.7050 -15.8596 -0.1939
Cl 32.1950 -12.3545 -9.9488
Cl 26.1617 -16.9173 -2.6094
Cl 29.5923 -12.8299 -11.2098
P 23.5128 -12.2798 -2.7648
P 28.7363 -10.3172 -5.7575
O 28.9778 -13.9524 -8.2876
O 30.4477 -12.5069 -7.4773
N 26.5372 -12.5755 -7.0830
N 22.4150 -11.3018 -9.7919
N 22.1129 -10.0787 -7.9340
C 22.0255 -11.3856 2.5118
C 27.2982 -15.5762 -2.8183
C 22.0866 -10.4915 3.6246
C 27.8109 -9.6236 -4.2707
C 21.7969 -9.0222 -4.5129
C 27.4768 -14.9572 -4.0699
C 20.3459 -10.6397 -10.9585
C 26.1119 -12.8407 -8.3394
C 31.7033 -10.1599 -5.8942
C 22.6176 -13.3244 -1.5494
C 24.2906 -15.7913 2.5271
C 22.2138 -12.6648 -0.2133
C 22.1483 -10.9656 -3.1437
C 21.2365 -10.6489 -9.9435
C 20.2278 -12.4631 3.6839
C 29.0365 -13.4306 -3.1008
C 20.0021 -8.9850 -8.6138
C 20.7770 -11.0525 -2.8568
C 20.3988 -9.1591 -4.3502
C 24.0880 -11.5171 -8.0203
C 24.3038 -10.1777 -1.0529
C 21.0491 -12.3477 2.5669
C 23.3174 -14.7739 2.4613
C 21.3339 -10.6261 4.7639
C 22.6149 -9.8482 -3.8167
C 24.9166 -12.3316 -8.8639
C 28.3098 -13.8662 -4.2741
C 22.8709 -10.9082 -8.5896
C 26.5736 -9.7945 -0.3824
C 24.1734 -16.9385 1.8289
C 20.3877 -11.6524 4.7708
C 19.9411 -10.2042 -3.5694
C 23.0623 -17.1654 0.9992
C 19.1130 -8.9279 -9.6688
C 22.2518 -14.9352 1.5993
C 21.0469 -9.7997 -8.7750
C 22.0421 -16.1589 0.8946
C 26.0025 -11.6794 -1.7505
C 27.0587 -8.3079 -4.4962
C 28.8257 -9.9307 -8.4768
C 25.1970 -9.4527 -0.3111
C 19.2310 -9.7988 -10.7965
C 28.1488 -9.3875 -7.2268
C 26.9874 -10.9108 -1.0885
C 30.6311 -13.2565 -9.8130
C 30.3823 -9.5380 -5.4634
C 24.7062 -11.2998 -1.7358
C 24.4841 -11.3779 -6.6774
C 28.0276 -15.1000 -1.6961
C 29.9823 -13.2025 -8.3916
C 28.9168 -14.0496 -1.8479
C 25.7324 -11.8519 -6.3468
H 30.3001 -9.5041 -4.4083
H 25.0162 -17.6040 1.8199
H 23.0968 -12.5177 0.3562
H 19.6013 -13.3293 3.7947
H 31.8130 -10.4053 -6.9457
H 30.9253 -14.2443 -10.0638
H 19.7096 -11.7781 5.5679
H 19.9629 -8.2845 -7.7880
H 26.2534 -8.3161 -5.1539
H 27.1238 -10.3240 -3.8366
H 23.6957 -9.6967 -3.9298
H 28.1712 -8.3042 -7.1288
H 21.8397 -11.6258 -0.4347
H 28.5201 -9.3021 -3.4858
H 25.2275 -15.6770 3.0736
H 29.9066 -9.9408 -8.3076
H 26.3613 -12.6444 -2.1871
H 24.5822 -12.6898 -9.8646
H 27.1670 -9.2244 0.3018
H 28.0240 -11.2312 -1.1360
H 28.3455 -10.8874 -8.8177
H 23.2478 -10.0035 -1.0557
H 32.5367 -9.5640 -5.5127
H 27.7668 -7.5226 -4.8353
H 22.8411 -11.8297 -10.4905
H 23.2444 -14.1605 -1.3800
H 21.1700 -16.3124 0.2975
H 23.3839 -13.8305 2.9654
H 26.8238 -13.4624 -8.7970
H 30.2579 -8.5115 -5.7989
H 21.3975 -9.8689 5.5352
H 23.9784 -10.7042 -6.0266
H 23.0151 -18.0502 0.3755
H 18.9245 -10.4218 -3.4127
H 20.5253 -11.3159 -11.8150
H 24.9693 -8.5210 0.2605
H 26.0525 -11.7352 -5.3833
H 20.3674 -11.6742 -2.0851
H 28.7160 -9.3410 -9.4135
H 22.2361 -8.1680 -5.0477
H 19.7118 -8.4872 -4.8720
H 22.7930 -9.6298 3.5474
H 31.8269 -11.1796 -5.3748
H 27.1090 -9.6883 -7.3217
H 26.6563 -7.9113 -3.5595
H 18.5280 -9.5585 -11.6463
H 21.7290 -13.6978 -2.0753
H 18.3490 -8.2157 -9.7650
H 22.6297 -11.0756 1.6379
*
```



# 2
Here is C5H5BrN2O2 in the gas phase in a non-equilibrium geometry from the Open Molecules 2025 dataset. Energies are from ωB97M-V/def2-TZVPD.

The LUMO energy is 0.0 eV. As for the highest occupied orbital energy: -8.6 eV. The calculation puts the molecular weight at 205.01 u.

```
! RIJCOSX wB97M-V def2-TZVPD def2/J DEFGRID3
* xyz 0 1
Br 1.5002 2.8846 1.4510
O 0.6245 -3.6066 0.3714
O -1.4375 2.5203 1.5380
N -0.3448 -0.4365 -0.3910
N -1.2066 0.6896 0.0485
C -0.0711 -1.3461 0.4374
C 0.7303 -2.4251 0.6157
C -0.8491 1.5521 0.9318
C 0.2795 -0.1258 -1.7268
C -0.1055 1.8871 2.0400
H 0.6705 -0.9823 -2.0593
H 1.0336 0.4922 -1.5186
H -2.0730 0.7586 -0.5488
H 1.5943 -2.0158 1.3124
H -0.3455 0.1536 -2.5017
*
```



> Which of these has the lowest molecular weight?

C5H5BrN2O2



Copy entry 2 word for word.
Here is C5H5BrN2O2 in the gas phase in a non-equilibrium geometry from the Open Molecules 2025 dataset. Energies are from ωB97M-V/def2-TZVPD.

The LUMO energy is 0.0 eV. As for the highest occupied orbital energy: -8.6 eV. The calculation puts the molecular weight at 205.01 u.

```
! RIJCOSX wB97M-V def2-TZVPD def2/J DEFGRID3
* xyz 0 1
Br 1.5002 2.8846 1.4510
O 0.6245 -3.6066 0.3714
O -1.4375 2.5203 1.5380
N -0.3448 -0.4365 -0.3910
N -1.2066 0.6896 0.0485
C -0.0711 -1.3461 0.4374
C 0.7303 -2.4251 0.6157
C -0.8491 1.5521 0.9318
C 0.2795 -0.1258 -1.7268
C -0.1055 1.8871 2.0400
H 0.6705 -0.9823 -2.0593
H 1.0336 0.4922 -1.5186
H -2.0730 0.7586 -0.5488
H 1.5943 -2.0158 1.3124
H -0.3455 0.1536 -2.5017
*
```